Record 1
15
Properties=species:S:1:pos:R:3:forces:R:3 method="wB97M-V/def2-TZVPD" gap_ev=10.8 smiles=C[C@H]1N[C@H]1CO multiplicity=1 de_lowest_kj_mol=235.4 lumo_ev=0.948 total_energy_ha=-287.74280
O 1.845670 0.638094 1.273545 -0.290 0.256 -0.140
C 0.494763 -0.738885 -0.276749 -0.069 -0.226 0.073
H 1.250361 -1.248096 1.744586 -0.204 0.124 -0.251
H -1.353268 -0.746439 -1.316138 0.063 0.228 0.254
N 0.382983 0.474696 -1.079337 -0.629 0.306 -0.278
H 2.443455 -1.162680 0.457395 -0.254 0.203 0.030
C -0.850976 -0.108569 -0.572688 -0.183 -0.249 0.466
H 0.569678 -1.711635 -0.767563 0.131 0.222 -0.156
C 1.538220 -0.663964 0.859284 -0.254 -0.339 -0.161
H -1.350527 1.578007 0.676136 -0.005 -0.128 0.128
C -1.844574 0.746048 0.173203 0.100 -0.019 0.282
H 0.273749 0.414792 -2.075076 1.125 -0.328 -0.510
H 1.587836 1.206073 0.530084 0.076 0.048 0.058
H -2.401487 0.147047 0.895402 0.017 0.095 0.100
H -2.585880 1.175512 -0.522091 0.375 -0.194 0.106

Record 2
26
Properties=species:S:1:pos:R:3:forces:R:3 method="wB97M-V/def2-TZVPD" gap_ev=7.7 multiplicity=1 de_lowest_kj_mol=47.1 lumo_ev=0.004 total_energy_ha=-1069.67040
H 4.215162 1.447005 -1.380944 0.109 -0.085 -0.536
H 2.146676 3.758655 -0.379795 -0.845 -0.703 -0.215
Si 1.735193 1.612675 -1.754377 -0.592 -1.236 1.492
H 1.936709 1.317584 -3.183832 -0.300 0.342 -0.232
H 0.227348 -1.756944 2.240913 0.732 -0.373 -0.432
Si -1.258709 -1.252648 0.487344 0.143 -2.699 0.977
H -1.522729 -2.736418 -1.577070 1.483 -0.420 -1.603
Si -1.184599 0.587277 -0.778577 3.315 0.007 -1.395
H 1.530450 4.109123 -1.946652 -0.056 -0.011 -0.367
H -2.105918 0.283445 -1.827727 -0.629 -0.065 -0.997
H 3.469257 1.131891 0.108681 -0.558 0.395 -0.312
C -2.004375 -2.643748 -0.663460 -1.684 3.331 0.858
H 3.516832 -0.084766 -0.937690 0.362 -3.194 -0.800
C 1.430573 3.376172 -1.148864 0.051 0.349 -0.242
H 1.453630 -1.736326 0.790123 -2.832 -0.980 0.840
H -2.963805 -1.914205 2.159824 -1.205 -1.494 0.320
C 3.358628 0.916138 -0.973955 -0.968 3.230 1.447
H 0.360257 3.387418 -0.866121 0.768 0.317 0.360
H -2.957374 -2.168773 -1.000399 0.166 -0.445 0.333
H 0.148256 -3.169162 1.135986 0.641 0.905 -0.073
H -1.862267 -0.804125 2.921388 -0.047 0.054 -0.074
H -2.252016 -3.575512 -0.246722 -0.052 -1.213 0.785
C -2.441533 -1.026135 2.021998 1.944 1.500 -1.226
C 0.355419 -2.068247 1.178907 0.980 1.022 -0.039
H -3.081880 -0.177878 1.795505 -0.354 -0.097 0.211
H -1.504701 1.846106 -0.264578 -0.570 1.561 0.920

Record 3
7
Properties=species:S:1:pos:R:3:forces:R:3 method="wB97M-V/def2-TZVPD" gap_ev=9.2 multiplicity=1 de_lowest_kj_mol=139.0 lumo_ev=-1.181 total_energy_ha=-3285.82129
S -1.088500 -0.849266 0.032754 1.333 3.349 -0.911
H 0.999905 1.072872 0.288516 -1.171 -0.572 0.159
C 0.683821 0.205611 -0.335703 0.012 0.168 -1.293
F 0.830701 0.597210 -1.633683 -0.900 0.047 0.292
O -0.681020 -1.355698 1.297689 0.072 -1.480 1.638
Br -2.335116 1.082406 0.534308 0.472 -0.717 -0.486
F 1.590210 -0.753137 -0.183882 0.182 -0.796 0.601

Record 4
23
Properties=species:S:1:pos:R:3:forces:R:3 method="wB97M-V/def2-TZVPD" gap_ev="4.1 / 6.8" multiplicity=8 de_lowest_kj_mol=483.7 s2=15.758 lumo_ev="0.379 / 0.237" total_energy_ha=-1119.76761
H -3.609283 0.728563 -0.229004 -0.383 -2.688 -0.781
Sm -0.145398 -0.478380 1.673540 3.036 -1.075 3.568
C 2.913335 -1.081981 0.838738 0.523 -0.058 0.074
O -0.359507 1.012567 -0.173557 -0.061 0.565 -0.686
O -2.109427 -0.474796 1.094922 -4.571 -1.352 -2.446
H 2.264965 1.494901 0.253353 -0.048 -0.161 -0.153
C -2.681138 0.572912 0.342139 -1.990 1.341 2.273
C -1.686246 1.008419 -0.716168 0.118 1.543 0.623
C 1.961739 0.690932 -0.436482 0.304 0.230 -0.064
H 0.747964 2.022481 -1.615565 0.011 -0.168 0.085
H 0.462634 0.282936 -1.922506 0.018 0.130 0.157
O 1.731634 -0.503710 0.301752 1.000 0.080 -1.013
H 3.598586 -1.349036 0.022386 -0.116 0.001 0.134
H -3.357497 0.810279 1.311543 2.266 2.766 -1.337
H -1.929962 2.007207 -1.106619 0.007 -0.095 0.074
H 3.408906 -0.379530 1.525513 -0.115 -0.204 -0.124
H -1.712991 0.312723 -1.569569 -0.209 -0.175 0.467
H -1.280205 -1.906851 -0.199642 0.034 0.507 -0.296
C -2.206527 -1.762874 0.410543 0.710 -1.814 -0.818
H 2.617817 -1.983681 1.385735 0.082 0.199 -0.091
C 0.675858 1.031926 -1.143127 -0.057 0.010 -0.360
H -2.066610 -2.587399 1.126551 -0.446 0.373 0.585
H 2.761355 0.532394 -1.174475 -0.114 0.043 0.130

Record 5
54
Properties=species:S:1:pos:R:3:forces:R:3 method="wB97M-V/def2-TZVPD" gap_ev="6.6 / 6.6" multiplicity=1 total_charge=+1 de_lowest_kj_mol=73.5 lumo_ev="-3.574 / -3.573" total_energy_ha=-2808.54093
C 1.767772 2.177359 3.175556 -0.023 -0.037 -0.054
H 1.957264 3.662639 7.175177 -0.008 0.012 0.009
H -2.898088 1.378975 -2.035489 0.052 -0.013 -0.016
O 4.012746 -0.285819 -0.239737 -0.011 0.033 -0.151
C 2.997205 -0.441562 -0.803163 -0.058 0.062 0.354
C 0.986179 0.126203 4.983646 -0.019 -0.032 -0.021
C 1.576074 1.290767 5.406152 -0.003 -0.031 0.025
C 2.518515 2.937186 6.587926 -0.027 -0.042 -0.063
C -0.885109 0.018582 -5.037623 0.003 0.021 -0.031
H -3.455775 0.564475 0.206812 -0.009 -0.001 -0.002
H 2.067787 2.946445 2.478878 -0.013 -0.012 -0.006
H -0.255342 2.259505 -1.172483 0.057 0.072 0.137
N -0.251764 -0.691521 -2.878707 0.028 -0.203 0.037
C -0.626168 1.678073 -3.110721 0.025 -0.014 -0.066
C 1.958314 2.290572 4.522090 0.016 0.021 0.001
C -2.405035 0.685363 -0.067182 0.020 0.025 0.104
C -1.921933 -1.739459 0.364906 0.046 0.035 0.012
O 1.150063 1.761423 0.485172 -0.121 -0.078 -0.197
Co 0.153395 -0.440086 -0.994381 -1.470 -0.079 0.073
N 0.049742 -2.380216 -0.920227 0.449 0.085 0.143
H -1.365699 -1.497200 1.267229 -0.044 0.040 0.022
C 0.388609 -2.911275 -2.264950 -0.028 0.048 -0.027
H -2.531894 2.670961 -0.901503 0.037 0.016 -0.039
C -2.238335 1.666300 -1.210597 -0.052 0.001 0.061
H -2.278427 -0.811798 -1.420867 -0.086 -0.048 0.057
H 0.698991 -0.644050 5.684871 0.001 0.002 0.001
C -0.123000 -1.955414 -3.309613 0.005 0.044 0.081
N -1.826640 -0.576820 -0.537698 0.239 -0.252 -0.046
H -1.176792 0.820813 -5.701572 -0.002 -0.009 -0.005
H -1.863497 -3.174706 -1.236467 0.003 0.007 0.000
H -1.852257 1.003621 0.816405 0.043 0.004 0.005
C 0.789136 -0.011227 3.607551 0.041 0.035 0.066
H -1.358371 2.299366 -3.634960 -0.004 0.021 0.065
C -0.392273 -2.293431 -4.620269 0.015 0.004 0.010
O 0.452449 -0.318678 0.875736 0.144 0.098 -0.412
H -1.101899 -3.754796 0.242589 0.025 0.012 0.003
N 1.978984 -0.655693 -1.407959 0.044 0.286 -0.329
H 1.474688 -2.950681 -2.341159 -0.007 0.033 -0.012
H -2.952998 -1.977094 0.634879 -0.020 -0.025 -0.102
N -0.849058 1.607875 -1.671053 0.935 -0.200 0.143
H -0.989707 -1.516983 -6.528562 -0.010 0.001 0.008
H 0.821689 -2.583110 -0.289243 -0.096 -0.086 0.104
C 0.942896 0.838581 1.267342 -0.220 0.071 -0.181
O 2.512946 3.327267 5.213548 -0.006 0.004 0.052
C -0.607921 0.292778 -3.708848 -0.011 -0.038 0.074
H 0.356573 2.123402 -3.282092 0.002 -0.008 -0.005
H 0.344510 -0.916513 3.219733 0.005 -0.002 0.011
C 1.166468 0.988871 2.722039 0.086 -0.086 0.133
H -0.012776 -3.916331 -2.399579 -0.009 0.002 0.005
O 1.875036 1.658920 6.676337 0.016 0.053 0.047
C -1.251153 -2.875436 -0.382375 -0.009 0.140 -0.057
H 3.546715 2.847018 6.938947 0.021 -0.006 0.000
H -0.295474 -3.318260 -4.951019 0.004 0.008 -0.007
C -0.777361 -1.285181 -5.493424 0.006 0.009 -0.012

Record 6
67
Properties=species:S:1:pos:R:3:forces:R:3 method="wB97M-V/def2-TZVPD" gap_ev=6.6 multiplicity=1 de_lowest_kj_mol=0.0 lumo_ev=-1.170 total_energy_ha=-2302.25701
H 1.410345 0.465931 -6.377846 -0.115 -0.063 0.072
C 0.547143 -1.953431 -0.170523 -0.319 -0.329 0.178
C 1.723309 -2.608313 -5.125127 0.190 -0.027 0.350
H -1.424584 2.527725 -5.850292 -0.081 -0.093 0.281
C 0.142645 1.542139 8.290975 0.052 0.023 -0.124
C -1.198102 1.841792 6.260240 0.446 0.005 0.517
C -0.315005 1.143079 3.990176 0.299 -0.471 -1.134
H -0.989915 0.264639 -2.022364 -0.106 0.012 0.528
O -1.960275 2.742317 9.657785 0.138 -0.486 -2.648
H -2.190677 -1.733786 -1.574431 0.057 0.061 0.358
O 2.411757 0.454673 9.379923 -0.480 0.048 -2.356
H -2.302745 1.275542 -4.912809 0.090 0.187 0.004
H 2.142273 -1.604735 -1.503130 -0.313 0.136 -0.023
O 3.173001 -0.161557 7.418940 -1.780 1.132 1.022
H -2.457996 0.746813 -1.157046 0.442 -0.134 -0.094
C -0.194587 -0.975769 -6.180223 -0.195 -0.166 0.287
C -1.501452 2.023983 -4.876346 -0.150 0.027 0.328
O 0.732036 1.031739 3.249614 -1.433 0.407 1.137
H 1.872307 0.594768 5.491846 -0.276 0.010 0.197
H -0.718569 -3.706788 -5.896547 -0.121 0.019 0.231
H -1.167999 -2.807477 0.697810 0.339 0.383 -0.025
H 2.517195 -1.851310 -5.165974 -0.108 -0.198 0.002
C 1.214623 -1.096321 -1.192053 0.156 0.370 -0.611
P 0.139115 -1.839818 -4.547776 -0.121 -0.849 -1.343
O -1.487587 0.908045 3.520298 1.413 0.353 0.498
C 1.641070 0.307864 -0.700935 0.389 -0.469 0.042
Mg -0.428582 -0.260139 2.108773 0.436 -0.244 0.400
H 2.233347 2.314515 -4.851288 -0.222 0.146 0.026
C 1.170019 1.002681 7.504942 -1.722 0.499 -1.264
H 1.105585 3.368934 -3.961055 0.099 -0.040 -0.256
H -2.710767 -1.199597 0.028823 0.216 -0.072 -0.272
H 0.259539 -1.561687 -6.990512 -0.209 0.069 0.120
C 0.336488 0.445066 -6.153726 0.180 0.107 0.332
C -0.939098 -3.285508 -4.906014 -0.098 -0.216 0.182
H 0.847584 -1.783147 3.833351 -0.004 -0.096 0.073
N -2.086514 2.601950 8.417583 -2.288 1.239 1.770
C -0.137151 1.369233 5.471678 -0.341 0.053 0.813
H 2.024545 -3.391155 -4.417928 0.064 0.149 -0.167
H 0.912639 3.148239 -5.734945 0.133 -0.058 0.244
N 2.317084 0.398726 8.132957 2.586 -1.046 1.546
H 2.527798 0.202764 -0.051750 -0.211 0.085 -0.239
C 0.631581 1.093374 0.069816 -0.386 0.586 -0.009
H -2.136509 2.127845 5.803828 0.073 -0.025 0.023
H -0.851738 -2.256827 3.740998 0.032 -0.247 0.182
C -0.777891 -2.037062 0.022570 0.479 -0.638 -0.142
H -1.279625 -0.986991 -6.337187 0.084 0.072 0.042
C -1.031531 1.969777 7.657628 1.196 -0.454 -1.287
C -1.485516 0.234441 -1.036089 -0.633 -0.464 -0.431
H 1.965422 0.882897 -1.586594 -0.107 -0.023 0.346
H 1.066220 1.871386 0.708159 -0.274 -0.369 0.047
H 0.585886 -1.010538 -2.095309 0.387 0.000 0.490
C -0.711659 1.010289 -0.008365 0.154 0.696 -0.397
O -3.096973 2.992452 7.794838 1.966 -0.786 1.020
H 0.319449 -2.935816 2.592385 -0.049 0.049 0.111
H 1.223591 -2.581520 0.422071 -0.464 0.163 -0.063
H -0.165087 1.078490 -6.897875 0.210 -0.071 0.119
H -1.988107 -2.964893 -4.868441 0.183 -0.154 -0.006
H -1.745260 2.759173 -4.100205 -0.093 -0.114 -0.166
C -1.841235 -1.232064 -0.653678 -0.444 0.433 -0.267
H 0.271230 1.636548 9.364764 -0.129 -0.088 -0.179
C 1.045600 0.965334 6.098135 0.329 -0.114 0.376
H -1.324836 1.746611 0.532094 0.460 -0.261 0.175
H 1.587126 -3.049958 -6.123833 0.084 0.098 0.317
C 1.191006 2.656069 -4.791865 0.079 0.216 0.225
H -0.779235 -4.048169 -4.132957 -0.119 0.059 -0.230
C 0.035675 -2.032726 3.142409 -0.212 0.117 -0.123
P 0.102565 1.209240 -4.452375 0.159 0.859 -1.155